[1]
{
  "formula": "C25H30GeN10SeW",
  "method": "ωB97M-V with the def2-TZVPD basis set",
  "relative_energy_kcal_mol": 7.2,
  "spin_multiplicity": 1,
  "charge": 4,
  "energy_ha": -6062.233113,
  "elements": ["W", "C", "C", "N", "C", "C", "N", "C", "C", "C", "C", "C", "N", "C", "C", "N", "C", "C", "N", "C", "C", "C", "N", "C", "C", "H", "H", "H", "H", "H", "H", "H", "H", "H", "H", "H", "H", "N", "C", "N", "N", "C", "N", "H", "H", "H", "H", "C", "Ge", "C", "C", "C", "Se", "C", "H", "H", "H", "H", "H", "H", "H", "H", "H", "H", "H", "H", "H", "H"],
  "xyz": [[1.189743, -0.382518, -0.684042], [4.358093, 0.454446, 2.214424], [3.580798, 0.415614, 1.063369], [2.378342, -0.180881, 1.082491], [1.954799, -0.726536, 2.238978], [2.749046, -0.646674, 3.375542], [3.938695, -0.061348, 3.362267], [0.640596, -1.383688, 2.137707], [-0.007616, -2.024662, 3.151834], [-1.258524, -2.653659, 2.924489], [-1.785221, -2.554560, 1.610820], [-1.100059, -1.887675, 0.638229], [0.117277, -1.302078, 0.872240], [-1.554086, -1.692275, -0.748823], [-2.744478, -2.150922, -1.297448], [-3.057037, -1.945853, -2.569856], [-2.188353, -1.279133, -3.317395], [-0.997186, -0.786530, -2.797590], [-0.684964, -1.000682, -1.510995], [-1.961334, -3.356768, 3.976023], [-1.763442, -3.027652, 5.326640], [-2.478175, -3.723758, 6.283951], [-3.320866, -4.720039, 6.004963], [-3.488646, -5.043359, 4.721552], [-2.860188, -4.393441, 3.675198], [5.332513, 0.928689, 2.201002], [3.910142, 0.868347, 0.136929], [2.420710, -1.067730, 4.318280], [0.444810, -2.091978, 4.130600], [-2.753064, -2.985017, 1.400091], [-3.465239, -2.694717, -0.698623], [-2.440165, -1.113257, -4.358299], [-0.308585, -0.210357, -3.401981], [-1.118101, -2.215611, 5.631888], [-2.373936, -3.474791, 7.333732], [-4.165196, -5.867584, 4.527107], [-3.027107, -4.730994, 2.661880], [4.699017, -0.549435, -6.257793], [4.870407, -0.807223, -4.986853], [6.001145, -1.212629, -4.459289], [3.771287, -0.636174, -4.172302], [3.154934, -0.580717, -3.155730], [2.447988, -0.500198, -2.158645], [5.443543, -0.664251, -6.936087], [3.802491, -0.233944, -6.599439], [6.829532, -1.352412, -5.027115], [6.068874, -1.450995, -3.482632], [-3.849231, 4.173725, -0.654552], [-2.062244, 4.085916, -1.369587], [-0.845502, 5.451751, -0.730002], [-1.954724, 3.875538, -3.291255], [-1.406728, 2.256115, -0.699607], [0.531962, 2.063209, -0.767775], [0.989113, 2.849358, 0.958524], [-4.378576, 5.009999, -1.112592], [-3.844280, 4.330443, 0.423345], [-4.407690, 3.265595, -0.882700], [-1.060988, 6.377762, -1.265097], [0.201333, 5.220788, -0.943599], [-0.969077, 5.654389, 0.333941], [-2.253636, 4.800368, -3.785236], [-2.624803, 3.088283, -3.639658], [-0.936933, 3.655180, -3.620895], [-1.816689, 1.511399, -1.382206], [-1.700560, 2.018847, 0.323556], [0.721094, 3.899605, 0.869879], [2.057732, 2.746486, 1.117667], [0.407211, 2.362855, 1.736559]],
  "forces_ev_per_angstrom": [[0.2, 0.1, -0.2], [0.1, 0.0, 0.0], [-0.1, 0.0, 0.1], [0.1, 0.3, 0.1], [-0.1, -0.1, 0.0], [0.0, 0.0, 0.0], [-0.1, 0.0, -0.1], [0.1, 0.0, 0.0], [-0.1, 0.0, 0.0], [0.1, 0.1, -0.1], [0.0, 0.0, 0.1], [0.0, 0.0, -0.1], [0.2, 0.0, -0.3], [0.1, -0.1, 0.1], [0.0, 0.0, 0.0], [0.1, 0.0, 0.0], [0.0, 0.0, -0.1], [-0.1, 0.0, 0.1], [-0.1, 0.2, -0.2], [-0.1, -0.1, 0.1], [0.0, 0.0, -0.3], [-0.1, -0.1, 0.4], [0.3, 0.3, -0.4], [-0.2, -0.3, 0.2], [0.2, 0.2, 0.0], [0.0, 0.0, 0.0], [0.0, 0.0, 0.0], [0.0, 0.0, 0.0], [0.0, 0.0, 0.0], [0.0, 0.0, 0.0], [0.0, 0.0, 0.0], [0.0, 0.0, 0.0], [0.0, 0.0, 0.0], [0.0, 0.0, 0.0], [0.0, 0.0, 0.0], [0.0, 0.0, 0.0], [0.0, 0.0, 0.0], [0.0, 0.0, 0.0], [-0.2, 0.0, 0.1], [0.0, 0.0, 0.0], [0.1, 0.0, 0.1], [0.1, -0.2, 0.0], [-0.4, 0.0, 0.4], [0.0, 0.0, 0.0], [0.0, 0.0, 0.0], [0.0, 0.0, 0.0], [0.0, 0.0, 0.0], [-0.2, 0.0, 0.0], [0.1, 0.1, 0.0], [0.1, 0.1, 0.0], [0.0, -0.1, -0.2], [0.0, 0.0, 0.0], [0.0, -0.6, 0.2], [0.0, 0.1, -0.1], [0.0, 0.0, 0.0], [0.0, 0.0, 0.0], [0.0, 0.0, 0.0], [0.0, 0.0, 0.0], [0.0, 0.0, 0.0], [0.0, 0.0, 0.0], [0.0, 0.0, 0.0], [0.0, 0.0, 0.0], [0.0, 0.0, 0.0], [0.0, 0.0, 0.0], [0.0, 0.0, 0.0], [0.0, 0.0, 0.1], [0.0, 0.0, 0.0], [0.0, 0.0, 0.0]],
  "mulliken_charge": [0.767, -0.481, -0.248, -0.476, -0.111, -0.202, -0.437, 0.687, -0.263, 0.762, -0.311, 0.500, 0.138, 0.036, -0.186, -0.455, -0.500, -0.189, -0.473, 0.938, -0.578, -0.485, -0.445, -0.484, -0.577, 0.421, 0.472, 0.462, 0.579, 0.598, 0.474, 0.436, 0.431, 0.408, 0.397, 0.396, 0.415, -0.290, 0.587, -0.271, -0.256, 1.037, -0.722, 0.248, 0.246, 0.263, 0.213, -1.115, 0.538, -1.213, -1.109, -0.999, 0.082, -0.932, 0.397, 0.384, 0.384, 0.403, 0.404, 0.362, 0.403, 0.366, 0.357, 0.221, 0.546, 0.368, 0.333, 0.350]
}



[2]
{
  "formula": "C5H14",
  "method": "ωB97M-V with the def2-TZVPD basis set",
  "relative_energy_kcal_mol": 12.4,
  "smiles": "CCC.CC",
  "spin_multiplicity": 1,
  "charge": 0,
  "energy_ha": -198.869419,
  "elements": ["C", "C", "C", "H", "H", "H", "H", "H", "H", "H", "H", "C", "C", "H", "H", "H", "H", "H", "H"],
  "xyz": [[-2.245086, -0.195998, 1.214852], [-1.637889, -0.647558, -0.183795], [-1.638824, 1.141462, 1.682884], [-3.311679, -0.052244, 1.049832], [-2.067816, -1.024027, 1.895523], [-1.003817, 0.125541, -0.603589], [-1.642041, 1.168070, 2.773965], [-0.563172, 1.122365, 1.509913], [-2.502792, -0.721259, -0.835416], [-1.220253, -1.638252, -0.036180], [-2.130867, 1.961844, 1.173434], [2.429719, -0.819985, -1.579854], [2.597181, 0.531334, -0.855034], [1.402608, -0.929497, -1.842160], [3.102893, -0.890020, -2.432369], [2.618549, -1.659537, -0.919891], [3.572722, 0.587924, -0.374842], [2.380122, 1.309899, -1.585683], [1.860441, 0.629938, -0.051592]],
  "forces_ev_per_angstrom": [[0.8, 0.4, -1.5], [-1.7, 0.4, 1.3], [0.5, -1.5, 0.6], [-0.1, -0.2, 0.4], [-0.2, 0.2, 0.4], [0.5, -0.3, 0.0], [-0.7, 0.6, 0.0], [0.1, 0.3, -0.6], [0.1, -0.3, -0.5], [0.5, 0.1, -0.5], [0.2, 0.3, 0.3], [0.5, 0.4, 0.9], [-0.5, -0.8, 0.0], [-0.7, -0.1, -0.8], [-0.2, -0.1, -0.1], [0.3, -0.1, 0.2], [0.1, 0.4, -0.3], [0.5, 0.3, 0.2], [0.0, 0.0, -0.1]],
  "mulliken_charge": [-0.284, -0.927, -1.019, 0.234, 0.322, 0.270, 0.324, 0.208, 0.292, 0.259, 0.312, -0.839, -0.594, 0.235, 0.302, 0.282, 0.319, 0.254, 0.050]
}



[3]
{
  "formula": "C7H11N2O2S",
  "method": "ωB97M-V with the def2-TZVPD basis set",
  "relative_energy_kcal_mol": 103.2,
  "spin_multiplicity": 1,
  "charge": 1,
  "energy_ha": -931.067779,
  "elements": ["C", "C", "C", "C", "C", "C", "C", "N", "N", "O", "O", "S", "H", "H", "H", "H", "H", "H", "H", "H", "H", "H", "H"],
  "xyz": [[-0.908288, -0.116577, -1.767957], [0.922852, 0.581346, -1.263992], [0.008346, 0.858173, 0.891636], [-1.353202, -0.725496, -0.427048], [1.923002, 0.686287, -2.217174], [0.265445, 1.576224, 2.148605], [-0.742223, -2.045672, -0.228047], [0.992711, 0.829271, -0.029210], [-1.032483, 0.085745, 0.689943], [-3.217781, 1.050024, -2.186250], [-1.165681, 2.128074, -3.199610], [-1.794879, 1.241411, -2.278321], [-2.461888, -0.833235, -0.654154], [2.136736, -0.344095, -2.737576], [2.909353, 1.065689, -1.621938], [1.609040, 1.328130, -3.062616], [0.829834, 2.480067, 1.992624], [0.818372, 0.956641, 2.948799], [-0.717517, 1.763818, 2.660712], [-1.004955, -2.482307, 0.861682], [0.236225, -2.052669, -0.407893], [-1.358731, -2.745755, -0.891084], [-1.727033, -0.048520, 1.349832]],
  "forces_ev_per_angstrom": [[3.4, 2.9, 1.8], [-5.8, -1.3, 0.9], [-0.2, -2.1, -0.5], [-1.2, 0.4, -3.7], [4.5, -0.9, -1.5], [-1.2, -0.7, 2.3], [-5.8, -3.7, 2.0], [1.2, 0.8, -0.3], [0.7, 1.9, 0.3], [0.8, 0.7, 0.1], [-0.2, 0.1, 0.4], [-0.2, -2.2, -0.6], [1.0, 0.3, 1.4], [-0.4, 1.7, 1.1], [-2.2, -0.8, -1.9], [0.2, 0.0, 0.5], [0.1, 0.3, -0.2], [-0.5, 0.6, -1.6], [0.9, 0.2, -0.5], [0.8, 1.1, -2.3], [4.0, -0.4, -0.7], [1.5, 0.6, 0.6], [-1.3, 0.3, 2.3]],
  "mulliken_charge": [-0.187, 0.743, 0.625, -0.099, -1.040, -1.232, -1.260, -0.384, 0.014, -0.465, -0.450, 0.957, 0.512, 0.271, 0.325, 0.284, 0.372, 0.303, 0.380, 0.334, 0.379, 0.362, 0.256]
}



[4]
{
  "formula": "C9H9Cl3Si",
  "method": "ωB97M-V with the def2-TZVPD basis set",
  "s2": 2.038,
  "spin_multiplicity": 3,
  "charge": 0,
  "energy_ha": -2018.331925,
  "elements": ["C", "C", "C", "C", "C", "C", "C", "C", "C", "Si", "Cl", "Cl", "Cl", "H", "H", "H", "H", "H", "H", "H", "H", "H"],
  "xyz": [[2.426683, 1.844268, 0.099166], [2.223933, 1.077218, -1.024962], [1.525982, 1.785231, 1.093955], [1.109312, 0.377020, -1.228458], [0.344534, 1.073056, 0.939433], [0.134189, 0.304571, -0.236583], [0.412173, -2.770688, 0.331936], [-0.840375, -2.333461, 0.400102], [-1.138098, -0.431199, -0.469902], [-2.856795, 0.236034, -0.009434], [-3.374654, 0.040124, 1.944012], [-3.232597, 2.207575, -0.463744], [-4.237806, -0.755859, -1.143360], [3.270384, 2.545246, 0.085285], [2.967449, 1.295889, -1.681688], [1.672328, 2.327770, 1.935830], [0.949623, -0.156856, -2.165836], [-0.325866, 0.931407, 1.814020], [0.608471, -3.872559, 0.688558], [1.230031, -2.165571, 0.117987], [-1.766794, -2.672018, 0.431620], [-1.102108, -0.887188, -1.457943]],
  "forces_ev_per_angstrom": [[1.2, 0.7, -0.3], [0.1, 1.1, 0.8], [-2.0, -0.9, -0.5], [-0.4, -1.7, -1.4], [0.1, -1.0, 1.1], [-3.7, -0.5, 0.7], [-2.9, -2.7, 1.6], [6.3, -1.4, 0.6], [0.9, 5.0, -1.4], [1.0, -0.2, -0.6], [0.1, -0.2, 0.3], [0.4, -0.1, 0.1], [0.1, -0.3, 0.0], [-0.3, -0.5, 0.4], [1.7, -0.4, -2.7], [0.3, 1.6, 2.6], [0.0, 0.1, 0.2], [0.3, 0.3, -0.8], [-0.1, 1.8, -1.1], [1.4, 1.0, -0.2], [-4.1, -1.6, 0.5], [-0.4, -0.3, 0.1]],
  "lowdin_spin": [0.143, 0.009, 0.004, 0.089, 0.149, 0.081, 0.074, 0.690, 0.507, 0.083, 0.003, 0.028, 0.007, 0.008, -0.003, -0.004, 0.003, 0.006, 0.044, 0.010, 0.051, 0.019]
}



[5]
{
  "formula": "C2H2O4P",
  "method": "ωB97M-V with the def2-TZVPD basis set",
  "relative_energy_kcal_mol": 45.5,
  "smiles": "O=P(=O)O/C=C\\[O-]",
  "spin_multiplicity": 1,
  "charge": -1,
  "energy_ha": -719.800816,
  "elements": ["C", "C", "O", "O", "O", "O", "P", "H", "H"],
  "xyz": [[0.663862, -0.213573, 0.408292], [0.328593, 0.998457, -0.151890], [4.330039, 0.304785, 0.583136], [2.989385, -0.407334, -1.490782], [1.959149, -0.413678, 1.009393], [0.801158, 2.139624, -0.001209], [3.101650, -0.152616, -0.043028], [0.237472, -1.206833, -0.035913], [-0.693928, 0.966662, -0.691557]],
  "forces_ev_per_angstrom": [[-1.7, -2.5, -1.4], [-2.1, 0.1, 0.2], [0.6, 0.1, 0.6], [-0.7, -0.2, 1.0], [0.6, 0.3, -1.0], [1.2, 0.2, -0.1], [0.3, 0.4, -0.6], [0.8, 2.1, 0.9], [1.0, -0.5, 0.3]],
  "mulliken_charge": [-0.446, 0.087, -0.594, -0.553, -0.191, -0.692, 0.968, 0.193, 0.228]
}



[6]
{
  "formula": "C4H6CaO3",
  "method": "ωB97M-V with the def2-TZVPD basis set",
  "s2": 0.751,
  "spin_multiplicity": 2,
  "charge": -1,
  "energy_ha": -1059.074139,
  "elements": ["H", "C", "C", "H", "H", "O", "O", "Ca", "C", "C", "O", "H", "H", "H"],
  "xyz": [[-1.549817, 1.817144, -0.646229], [-1.592958, 0.817571, -0.203133], [-1.961437, -0.265922, -0.900729], [-2.468294, -0.038149, -1.847667], [-2.013268, -1.254103, -0.449926], [-1.132701, 0.879888, 1.056648], [-1.094316, -0.387071, 1.708975], [-2.674317, -0.425444, 3.152991], [1.976783, -0.268417, 0.004416], [2.001441, 0.614968, -0.975729], [2.961313, -1.159900, 0.327057], [1.095307, -0.399754, 0.644115], [2.711920, 1.093445, -1.646288], [3.740343, -1.024257, -0.224501]],
  "forces_ev_per_angstrom": [[0.0, -0.4, 0.2], [0.2, -0.5, -0.6], [-1.1, 0.7, 0.4], [0.6, -0.4, 0.3], [0.2, 0.2, -0.3], [-0.1, 0.4, 0.5], [-0.7, -0.4, 0.5], [0.8, 0.2, -0.9], [-0.6, 1.9, -2.0], [-1.4, 1.1, 0.5], [1.5, -2.1, 1.6], [0.4, -0.4, -0.1], [0.6, -0.8, 0.1], [-0.4, 0.4, -0.2]],
  "lowdin_spin": [0.000, 0.006, 0.006, 0.000, 0.001, 0.034, 0.088, 0.859, 0.002, 0.002, 0.001, 0.001, 0.000, 0.000]
}



[7]
{
  "formula": "C5H11NOS",
  "method": "ωB97M-V with the def2-TZVPD basis set",
  "relative_energy_kcal_mol": 115.1,
  "spin_multiplicity": 1,
  "charge": 0,
  "energy_ha": -725.141519,
  "elements": ["C", "C", "C", "C", "C", "N", "O", "S", "H", "H", "H", "H", "H", "H", "H", "H", "H", "H", "H"],
  "xyz": [[-0.235655, -0.618196, 0.929197], [1.480390, -1.542567, -0.599931], [-1.127980, -1.676786, -1.046337], [-0.887143, 1.255731, 2.185853], [0.024199, -1.366847, -0.133734], [-0.575902, -0.131378, 1.991853], [0.625976, 3.024556, 0.183400], [1.216208, 2.394422, -0.943328], [1.656063, -2.689389, -0.779544], [1.724236, -1.069446, -1.581876], [2.012100, -1.169080, 0.200681], [-0.876722, -1.163587, -2.044597], [-1.126272, -2.742772, -1.345955], [-2.065577, -1.309140, -0.595796], [-1.884235, 1.304406, 2.243741], [-0.416981, 1.958063, 1.531097], [-0.626868, 1.427273, 3.291006], [0.622299, 2.884161, -2.177308], [0.461864, 1.230576, -1.308421]],
  "forces_ev_per_angstrom": [[0.0, -0.7, -0.1], [-2.2, -2.8, -1.9], [0.9, 0.2, -1.5], [3.3, -0.3, 3.2], [0.6, 1.1, -0.3], [0.4, -0.9, -0.7], [-1.5, 1.8, 2.7], [0.5, -2.2, -4.6], [0.0, 2.1, 0.5], [-0.3, 0.0, 0.8], [2.0, 0.6, 1.3], [-0.8, -0.4, 1.2], [-0.4, 0.3, 0.5], [0.3, -0.5, -0.6], [-4.0, 0.5, -0.4], [0.1, 0.3, -0.3], [0.1, 0.3, -1.6], [0.6, -0.1, 1.1], [0.6, 0.6, 0.6]],
  "mulliken_charge": [0.366, -1.130, -1.122, -0.620, 0.337, -0.413, -0.544, 0.178, 0.299, 0.260, 0.382, 0.212, 0.319, 0.332, 0.382, 0.220, 0.250, 0.147, 0.145]
}